{
  "formula": "C22H20F3O4P",
  "method": "ωB97M-V/def2-TZVPD",
  "species": ["P", "F", "F", "F", "O", "O", "O", "O", "C", "C", "C", "C", "C", "C", "C", "C", "C", "C", "C", "C", "C", "C", "C", "C", "C", "C", "C", "C", "C", "C", "H", "H", "H", "H", "H", "H", "H", "H", "H", "H", "H", "H", "H", "H", "H", "H", "H", "H", "H", "H"],
  "xyz": [[-0.072, 0.216, -0.613], [2.591, -2.932, 2.046], [1.541, -3.549, 0.277], [0.454, -3.156, 2.088], [-1.100, -0.208, -1.740], [-1.073, 1.010, 0.326], [1.173, 0.883, -0.988], [0.149, -1.181, 0.164], [-1.647, -2.273, -4.689], [2.436, 1.196, 3.571], [2.466, 0.340, 2.484], [-2.099, 4.500, 0.636], [0.669, -2.449, -4.054], [-3.330, 5.328, 0.429], [-2.786, -2.622, -5.596], [0.154, -0.209, 2.860], [1.322, -0.361, 2.124], [-1.851, -1.408, -3.622], [-2.110, 3.141, 0.356], [1.267, 1.360, 4.294], [-0.930, 5.072, 1.125], [0.463, -1.586, -2.992], [0.128, 0.656, 3.939], [-0.803, -1.069, -2.780], [-0.976, 2.371, 0.566], [0.200, 4.301, 1.326], [-0.375, -2.792, -4.895], [0.186, 2.944, 1.050], [1.336, -1.265, 0.920], [1.470, -2.732, 1.335], [-0.200, -3.468, -5.718], [-3.952, 4.909, -0.358], [-2.828, -0.991, -3.431], [1.062, 2.334, 1.196], [-3.918, 5.354, 1.347], [-0.729, -0.761, 2.578], [-0.783, 0.780, 4.503], [1.104, 4.755, 1.702], [2.198, -1.023, 0.282], [-3.059, -1.760, -6.203], [1.654, -2.857, -4.223], [3.326, 1.741, 3.846], [3.372, 0.220, 1.909], [-3.070, 6.351, 0.168], [-3.661, -2.912, -5.018], [1.272, -1.303, -2.338], [-2.999, 2.664, -0.029], [1.243, 2.037, 5.135], [-0.906, 6.129, 1.344], [-2.518, -3.439, -6.261]],
  "mulliken_charge": [1.24, -0.29, -0.26, -0.27, -0.46, -0.41, -0.70, -0.44, 0.95, -0.64, -0.47, 0.78, -1.00, -1.45, -1.41, -0.10, 0.56, -0.52, -0.41, -0.41, -0.53, -0.35, -0.72, 0.60, -0.09, -1.12, -0.66, -0.02, -0.42, 0.65, 0.34, 0.37, 0.46, 0.64, 0.28, 0.41, 0.42, 0.41, 0.70, 0.31, 0.38, 0.41, 0.42, 0.40, 0.35, 0.46, 0.44, 0.44, 0.40, 0.36],
  "charge": 0,
  "orbital_gap_ev": 9.85,
  "energy_ev": -48773.9728,
  "homo_ha": -0.3329
}

***

{
  "formula": "C11H22AsFeN3OS3Sb",
  "method": "ωB97M-V/def2-TZVPD",
  "species": ["Sb", "As", "Fe", "S", "S", "S", "O", "N", "N", "N", "C", "C", "C", "C", "C", "C", "C", "C", "C", "C", "C", "H", "H", "H", "H", "H", "H", "H", "H", "H", "H", "H", "H", "H", "H", "H", "H", "H", "H", "H", "H", "H", "H"],
  "xyz": [[3.648, -2.591, 1.460], [0.968, 0.931, -0.120], [1.487, -1.428, 0.516], [1.472, -2.533, 2.553], [3.738, -0.236, 1.282], [2.676, -2.837, -0.771], [-0.247, -1.743, -1.175], [-2.445, -2.175, -0.731], [-0.919, -1.509, 0.941], [-1.527, -1.234, 3.109], [-0.933, 1.452, -0.396], [2.976, 0.755, -2.275], [-3.441, -2.168, 0.185], [1.495, 2.710, 0.574], [-1.878, -1.530, 1.853], [-1.158, -1.808, -0.346], [-1.649, 1.901, 0.878], [2.973, 3.081, 0.517], [-2.650, -2.555, -2.123], [-3.220, -1.844, 1.479], [1.504, 1.075, -2.011], [3.215, -0.251, -1.933], [3.316, 3.181, -0.512], [-4.018, -1.834, 2.205], [-2.123, -3.483, -2.337], [3.135, 4.038, 1.016], [-2.174, -1.358, 3.866], [-3.714, -2.680, -2.310], [3.586, 2.331, 1.012], [3.195, 0.812, -3.343], [-0.531, -1.213, 3.303], [-4.422, -2.438, -0.180], [0.871, 0.361, -2.540], [1.249, 2.080, -2.356], [-1.499, 1.188, 1.692], [1.147, 2.739, 1.608], [-0.942, 2.250, -1.141], [0.902, 3.427, 0.002], [-1.452, 0.604, -0.839], [-2.722, 1.997, 0.704], [-1.283, 2.871, 1.212], [-2.244, -1.782, -2.772], [3.638, 1.444, -1.753]],
  "mulliken_charge": [0.33, 1.06, 0.13, -0.55, -0.40, -0.52, -0.67, 0.18, 0.31, -0.26, -0.70, -0.90, -0.05, -0.65, 0.73, 0.03, -1.26, -1.13, -0.92, -1.19, -0.67, 0.10, 0.24, 0.41, 0.31, 0.37, 0.23, 0.32, 0.22, 0.38, 0.05, 0.35, 0.40, 0.48, 0.24, 0.39, 0.65, 0.45, 0.26, 0.38, 0.36, 0.30, 0.19],
  "s2": 8.784,
  "multiplicity": 6,
  "charge": 0,
  "orbital_gap_ev": [7.30, 6.61],
  "energy_ev": -152553.5454,
  "homo_ha": [-0.2665, -0.2638]
}

***

{
  "formula": "C6H10",
  "method": "ωB97M-V/def2-TZVPD",
  "species": ["C", "C", "C", "C", "C", "C", "H", "H", "H", "H", "H", "H", "H", "H", "H", "H"],
  "xyz": [[0.176, 0.337, -0.236], [-0.540, 1.557, 0.202], [0.873, 1.622, -0.308], [-0.849, -1.746, 0.282], [1.440, 0.500, 0.516], [-0.360, -0.878, -0.894], [-1.164, -0.614, -1.593], [0.422, -1.394, -1.466], [-1.220, -1.134, 1.117], [1.470, 0.591, 1.602], [-1.342, 1.834, -0.489], [-0.746, 1.778, 1.250], [1.374, 2.394, -0.866], [-0.015, -2.331, 0.686], [2.253, -0.091, 0.082], [-1.654, -2.414, -0.020]],
  "mulliken_charge": [0.50, -0.50, -0.74, -1.07, -0.53, -0.41, 0.33, 0.28, 0.31, 0.17, 0.23, 0.20, 0.38, 0.26, 0.24, 0.34],
  "charge": 0,
  "orbital_gap_ev": 10.32,
  "energy_ev": -6381.6902,
  "homo_ha": -0.3355
}

***

{
  "formula": "C26H22N2O6",
  "method": "ωB97M-V/def2-TZVPD",
  "species": ["O", "O", "O", "O", "O", "O", "N", "N", "C", "C", "C", "C", "C", "C", "C", "C", "C", "C", "C", "C", "C", "C", "C", "C", "C", "C", "C", "C", "C", "C", "C", "C", "C", "C", "H", "H", "H", "H", "H", "H", "H", "H", "H", "H", "H", "H", "H", "H", "H", "H", "H", "H", "H", "H", "H", "H"],
  "xyz": [[5.488, -1.785, 0.188], [1.458, 2.521, 1.321], [-2.298, -2.204, 1.792], [-1.273, 3.660, 1.495], [1.211, -0.234, -2.083], [6.825, 0.677, 0.729], [-1.588, 2.346, -0.341], [-4.737, 0.345, 1.811], [-0.896, 1.356, -1.139], [-2.022, -0.712, -2.058], [0.544, 2.283, 0.563], [-3.033, -3.365, 2.090], [-2.243, -1.781, 0.505], [1.508, 0.630, -1.087], [-3.895, 1.577, -0.056], [4.890, 1.841, 0.009], [7.263, -0.555, 1.262], [-2.764, -2.468, -0.588], [-1.513, -0.016, -0.971], [-4.650, 0.795, -0.918], [4.879, -0.569, 0.019], [-0.867, 2.862, 0.680], [5.545, 0.639, 0.258], [0.514, 1.412, -0.602], [-5.439, -0.216, -0.395], [3.563, -0.551, -0.414], [-2.637, -1.933, -1.858], [6.890, -1.697, 0.318], [3.581, 1.854, -0.422], [-3.985, 1.305, 1.308], [2.896, 0.655, -0.613], [-2.980, 2.663, -0.558], [-1.608, -0.558, 0.297], [-5.442, -0.401, 0.978], [3.087, 2.791, -0.610], [2.000, -0.736, -2.329], [5.430, 2.758, 0.179], [-0.927, 1.638, -2.201], [7.226, -2.659, 0.706], [-4.076, -3.270, 1.772], [-6.042, -1.175, 1.439], [-1.937, -0.301, -3.052], [8.344, -0.475, 1.381], [7.346, -1.516, -0.665], [3.064, -1.501, -0.543], [-1.213, -0.036, 1.156], [-4.621, 0.972, -1.984], [6.794, -0.725, 2.240], [-3.265, -3.415, -0.462], [-3.424, 1.892, 2.024], [-3.168, 3.591, -0.007], [-3.144, 2.832, -1.628], [-2.996, -3.465, 3.174], [-3.036, -2.478, -2.701], [-6.035, -0.844, -1.039], [-2.590, -4.254, 1.629]],
  "mulliken_charge": [-0.46, -0.65, -0.39, -0.67, -0.50, -0.46, 0.16, -0.63, -1.23, -0.68, 0.81, -0.87, -0.36, 1.00, 0.70, -0.92, -0.46, -0.20, 0.99, -0.40, 0.15, 0.43, 0.59, -0.52, -0.48, -0.70, -1.14, -0.44, -0.65, -0.21, 0.37, -1.37, 0.46, -0.43, 0.50, 0.41, 0.43, 0.57, 0.35, 0.30, 0.47, 0.49, 0.34, 0.29, 0.57, 0.50, 0.36, 0.29, 0.46, 0.51, 0.53, 0.36, 0.27, 0.42, 0.41, 0.35],
  "charge": 0,
  "orbital_gap_ev": 8.23,
  "energy_ev": -42583.5511,
  "homo_ha": -0.3098
}